This record from the Open Molecules 2025 dataset describes a cluster of 4 separate species, C3H9N5 in total. The level of theory is the ωB97M-V functional and the def2-TZVPD basis.

* charge: 0

Each line ends with the Löwdin charge.
Geometry (Å):
C1 -1.709 -1.676 0.517  -0.090
C2 -0.395 -1.088 0.219  -0.578
C3 0.196 1.347 0.481  -0.662
H1 -2.082 -2.618 -0.538  0.190
H2 -1.294 -1.911 1.713  0.148
H3 -2.791 -0.571 0.434  0.206
H4 0.682 -2.748 -0.503  0.068
H5 -1.065 0.423 1.090  0.012
H6 1.399 2.519 1.708  0.108
H7 1.915 2.489 -0.594  0.271
H8 1.231 1.339 -2.454  0.107
H9 1.513 -0.142 -1.466  0.051
N1 0.673 -1.719 -0.261  0.084
N2 -0.578 0.250 0.373  0.080
N3 0.422 1.941 1.560  0.084
N4 0.870 1.463 -0.596  -0.081
N5 1.014 0.700 -1.683  0.003

This record from the Open Molecules 2025 dataset describes a cluster of 2 separate species, C3H9NO in total. The level of theory is the ωB97M-V functional and the def2-TZVPD basis.

* charge: 0
* SMILES: C=NCC.O

Each line ends with the Löwdin charge.
Geometry (Å):
C1 -0.900 0.966 0.277  -0.115
C2 -0.401 -0.253 1.082  -0.280
C3 0.005 -1.713 -0.725  -0.072
N1 0.468 -1.177 0.337  -0.054
H1 -1.888 1.200 0.676  0.067
H2 -0.232 1.812 0.391  0.049
H3 -1.020 0.781 -0.781  0.059
H4 -1.271 -0.806 1.483  0.106
H5 0.197 0.149 1.896  0.096
H6 -1.032 -2.063 -0.807  0.082
H7 0.735 -2.173 -1.386  0.060
H8 2.076 0.552 -0.337  0.030
H9 1.508 1.291 -1.520  0.053
O1 1.756 1.433 -0.587  -0.080

Calculated HOMO-LUMO gap, 8.49, 10.30 eV (same order as the records).